Molecular formula: C4H2O3
Method: DFT, the ωB97M-V functional and the def2-TZVPD basis

The orbital gap comes out at 9.5603 eV. The value obtained for the total energy is -379.20420 Eh. As for the LUMO energy: -0.967 eV. As for the largest force on an atom: 11.262 eV/Å.

Each line ends with the natural charge from an NBO analysis.
CARTESIAN COORDINATES (ANGSTROEM)
O: -0.612 -1.573 -0.133  -0.683
O: -2.186 0.107 0.162  -0.525
O: 0.022 1.860 0.020  -0.440
C: -1.040 -0.248 0.062  0.731
C: 2.520 -0.666 0.167  -0.075
C: 0.300 0.683 -0.149  0.351
C: 1.625 0.249 -0.214  -0.128
H: 3.347 -1.308 0.620  0.273
H: -1.576 -1.957 -0.203  0.496

---

Molecular formula: AsF6Rb
Method: DFT, the ωB97M-V functional and the def2-TZVPD basis

The orbital gap comes out at 11.1563 eV. The value obtained for the total energy is -2859.22305 Eh. As for the LUMO energy: -1.218 eV. As for the largest force on an atom: 0.827 eV/Å.

Each line ends with the natural charge from an NBO analysis.
CARTESIAN COORDINATES (ANGSTROEM)
Rb: -0.385 -2.985 -1.309  0.996
As: 0.059 0.475 0.209  2.838
F: -0.217 -0.108 -1.438  -0.677
F: 1.177 1.617 -0.409  -0.613
F: 1.317 -0.747 0.318  -0.657
F: 0.361 0.962 1.815  -0.611
F: -1.054 -0.759 0.785  -0.663
F: -1.258 1.546 0.029  -0.613

---

Molecular formula: C19H21N3O5
Method: DFT, the ωB97M-V functional and the def2-TZVPD basis

The orbital gap comes out at 8.5531 eV. The value obtained for the total energy is -1277.04503 Eh. As for the LUMO energy: -0.498 eV. As for the largest force on an atom: 1.304 eV/Å.

Each line ends with the natural charge from an NBO analysis.
CARTESIAN COORDINATES (ANGSTROEM)
O: -4.343 -0.116 -0.398  -0.507
O: -5.197 -5.466 2.603  -0.381
O: -1.373 1.583 0.540  -0.604
O: -3.831 -4.528 3.972  -0.379
O: 4.204 -0.705 -0.441  -0.623
N: -1.730 -0.010 -1.065  -0.599
N: -4.489 -4.544 2.953  0.530
N: 3.132 1.156 0.260  -0.611
C: -0.435 -0.407 -1.430  0.146
C: 2.081 -1.252 -2.231  -0.197
C: -5.193 -3.353 0.937  -0.157
C: 3.779 4.120 0.320  -0.612
C: -3.635 1.060 -0.071  -0.168
C: 1.951 -0.411 -1.130  -0.040
C: -4.323 -1.158 0.471  0.406
C: -4.430 -3.389 2.101  -0.016
C: 5.257 2.697 -1.133  -0.611
C: 4.260 1.718 0.962  -0.224
C: 4.807 2.990 0.295  -0.218
C: 0.688 0.002 -0.722  -0.263
C: -2.106 0.910 -0.150  0.651
C: -5.138 -2.244 0.128  -0.285
C: -3.613 -2.321 2.447  -0.137
C: 3.203 -0.015 -0.410  0.642
C: -0.296 -1.242 -2.535  -0.224
C: -3.555 -1.206 1.635  -0.335
C: 0.961 -1.663 -2.929  -0.197
H: -2.476 -0.451 -1.590  0.411
H: -2.908 -0.389 1.911  0.237
H: 5.031 0.945 0.973  0.237
H: 3.070 -1.575 -2.518  0.238
H: -3.027 -2.377 3.352  0.253
H: 5.717 3.578 -1.576  0.208
H: 3.424 4.297 1.334  0.207
H: -5.819 -4.197 0.690  0.253
H: 2.925 3.883 -0.311  0.196
H: 5.678 3.302 0.882  0.202
H: 5.979 1.884 -1.146  0.219
H: 4.223 5.040 -0.051  0.215
H: 4.409 2.407 -1.749  0.204
H: 1.063 -2.315 -3.783  0.220
H: 3.964 1.941 1.993  0.192
H: -3.904 1.436 0.922  0.212
H: -3.944 1.800 -0.815  0.225
H: 0.555 0.618 0.151  0.248
H: -1.174 -1.564 -3.078  0.208
H: 2.298 1.716 0.206  0.400
H: -5.720 -2.182 -0.777  0.232

---

Molecular formula: C41H59N18O2
Method: DFT, the ωB97M-V functional and the def2-TZVPD basis

The orbital gap comes out at 3.0271 eV. The value obtained for the total energy is -2733.54039 Eh. As for the LUMO energy: 1.360 eV. Its total charge is -1. As for the largest force on an atom: 1.265 eV/Å.

Each line ends with the Löwdin charge.
CARTESIAN COORDINATES (ANGSTROEM)
O: -2.980 2.926 -0.167  0.068
O: -3.600 3.536 -2.201  0.011
N: -2.782 -6.199 1.810  0.132
N: 3.998 -0.827 1.809  0.135
N: 7.715 0.115 -0.620  0.146
N: -5.063 -5.508 -2.205  0.128
N: 10.490 -4.412 -0.826  0.155
N: 4.656 3.979 -0.446  0.136
N: -6.576 -7.537 5.501  0.115
N: -9.177 2.303 -4.178  0.131
N: -12.068 5.858 -4.915  0.144
N: -6.116 -2.229 2.352  0.148
N: -9.259 6.173 -0.402  0.118
N: 5.825 -2.991 -2.600  0.156
N: 4.100 3.095 4.406  0.151
N: 9.439 6.206 0.337  0.106
N: 5.934 0.101 9.122  0.109
N: -2.666 -1.291 -0.097  0.145
N: 8.770 -3.709 -4.005  0.162
N: -6.943 1.389 0.150  0.132
C: 8.513 -0.356 -1.297  -0.271
C: -12.418 6.840 -4.437  -0.252
C: 4.218 -2.271 -0.342  -0.094
C: 6.547 -3.766 -2.158  -0.285
C: 7.343 5.951 -1.183  -0.076
C: -7.569 4.864 1.080  -0.063
C: 7.275 -3.215 -6.072  -0.057
C: -5.582 -7.713 4.955  -0.292
C: -3.408 -0.651 0.504  -0.249
C: -12.862 8.081 -3.825  -0.066
C: -9.914 2.962 -3.596  -0.256
C: 4.499 0.428 6.976  -0.079
C: 10.628 -5.308 -0.124  -0.251
C: 8.516 6.094 -0.336  -0.293
C: -1.479 2.371 -1.971  -0.183
C: -8.508 5.603 0.251  -0.272
C: -4.357 0.142 1.264  -0.085
C: 9.530 -0.955 -2.147  -0.078
C: -4.260 -3.586 3.567  -0.057
C: 5.765 5.089 4.275  -0.065
C: -10.818 3.826 -2.857  -0.078
C: -6.472 1.833 -2.368  -0.049
C: 10.802 -6.443 0.768  -0.061
C: -5.305 -2.838 2.889  -0.260
C: 1.735 3.150 -1.061  -0.020
C: -6.765 -4.109 -0.821  -0.069
C: -6.734 1.567 -0.967  -0.248
C: 5.016 3.196 0.312  -0.247
C: 7.456 -4.748 -1.595  -0.096
C: 4.094 -1.480 0.871  -0.267
C: -0.534 1.839 -0.869  -0.271
C: 8.128 -3.490 -4.930  -0.247
C: 5.301 0.246 8.176  -0.293
C: -2.762 3.002 -1.487  -0.523
C: 0.689 2.529 -0.948  -0.333
C: -2.281 -4.493 -0.084  -0.066
C: 4.832 3.977 4.358  -0.273
C: -2.560 -5.448 0.970  -0.256
C: 5.472 2.199 1.263  -0.077
C: -4.322 -7.935 4.264  -0.088
C: -5.812 -4.891 -1.593  -0.282
H: -12.014 8.653 -3.454  0.086
H: 6.386 -2.670 -5.759  0.086
H: -1.363 -4.747 -0.614  0.090
H: -11.538 4.309 -3.521  0.022
H: -10.264 4.612 -2.342  0.053
H: -11.365 3.260 -2.104  0.083
H: -4.448 -3.625 4.639  0.085
H: 6.956 -4.141 -6.549  0.084
H: 9.839 -6.861 1.056  0.083
H: -7.394 2.070 -2.894  0.022
H: 6.544 2.291 1.443  0.074
H: 7.597 5.479 -2.131  0.084
H: -6.019 0.971 -2.856  0.095
H: -2.163 -3.482 0.307  0.036
H: 5.290 1.191 0.900  0.038
H: 9.540 -0.495 -3.134  0.080
H: 8.489 -4.399 -1.630  -0.005
H: -4.807 -0.445 2.060  0.028
H: -1.733 1.610 -2.712  0.106
H: 4.127 -3.336 -0.127  0.078
H: -13.398 8.697 -4.545  0.082
H: -4.235 -7.307 3.379  0.027
H: -3.475 -7.710 4.910  0.083
H: -6.571 5.298 1.034  0.085
H: 7.406 -5.687 -2.145  0.086
H: 3.443 -2.011 -1.060  0.091
H: 2.458 3.885 -1.316  -0.068
H: 5.066 0.929 6.193  0.066
H: 4.966 2.297 2.222  0.039
H: 7.801 -2.615 -6.814  0.083
H: 11.325 -6.143 1.675  0.085
H: -0.359 0.780 -1.068  0.026
H: 5.970 5.499 5.262  0.079
H: -3.795 3.412 0.018  0.105
H: -4.229 -8.971 3.944  0.081
H: -6.289 -3.243 -0.362  0.065
H: -4.206 -4.606 3.192  0.042
H: -3.289 -3.119 3.408  0.090
H: 6.578 5.340 -0.705  0.033
H: 5.359 5.885 3.653  0.086
H: 6.900 6.921 -1.406  0.083
H: -7.495 3.827 0.753  0.046
H: -7.208 -4.705 -0.025  0.082
H: 4.163 -0.528 6.581  0.084
H: 9.355 -2.021 -2.279  0.024
H: -13.528 7.882 -2.987  0.083
H: -3.085 -4.466 -0.817  0.052
H: -0.975 3.178 -2.513  0.106
H: -3.878 1.010 1.718  0.085
H: -5.785 2.674 -2.485  0.068
H: 10.522 -0.833 -1.713  0.081
H: 6.710 4.770 3.837  0.082
H: 11.382 -7.228 0.286  0.084
H: -7.573 -3.747 -1.454  0.083
H: -7.880 4.862 2.123  0.084
H: -5.150 0.527 0.616  0.016
H: 5.178 -2.111 -0.823  0.016
H: 7.214 -4.965 -0.553  0.084
H: 3.617 1.031 7.180  0.082

---

Molecular formula: C21H54F9O18S12Zn
Method: DFT, the ωB97M-V functional and the def2-TZVPD basis

The orbital gap comes out at 1.8884 eV. The value obtained for the total energy is -9642.50662 Eh. As for the LUMO energy: -5.117 eV. Its total charge is -1. As for the largest force on an atom: 5.968 eV/Å.

Each line ends with the Löwdin charge.
CARTESIAN COORDINATES (ANGSTROEM)
Zn: -2.748 24.956 -12.436  0.713
S: 0.635 22.245 -16.885  0.567
S: 2.700 26.685 -10.185  0.850
S: -0.648 14.695 -2.412  0.807
S: -3.185 10.905 -9.325  0.833
S: -5.897 28.761 -8.931  0.863
S: -7.455 24.106 -16.060  0.611
S: 7.325 14.870 -12.972  0.838
S: -1.887 14.687 -15.877  0.810
S: 7.946 16.033 -6.138  0.813
S: -7.187 15.053 -2.641  0.840
S: -9.538 21.351 -1.653  0.839
S: -2.315 20.184 -8.877  0.512
F: 0.258 20.172 -9.834  0.066
F: -8.584 26.708 -16.168  0.140
F: 3.172 21.500 -16.292  0.115
F: -9.692 25.164 -17.088  0.157
F: 3.137 23.489 -17.234  0.136
F: -0.041 18.609 -8.436  0.129
F: -9.726 25.308 -14.956  0.160
F: 0.167 20.694 -7.892  0.218
F: 2.781 21.718 -18.426  0.079
O: -2.760 20.549 -7.527  -0.319
O: -4.903 27.524 -9.158  -0.620
O: 8.188 17.008 -4.993  -0.580
O: -6.640 24.241 -17.343  -0.293
O: 8.111 15.417 -14.181  -0.597
O: -2.370 21.302 -9.817  -0.306
O: 0.056 23.033 -18.008  -0.270
O: 0.216 20.826 -16.985  -0.258
O: -3.359 9.466 -9.796  -0.588
O: -2.805 18.974 -9.511  -0.297
O: 1.216 26.304 -10.439  -0.602
O: 0.181 22.830 -15.612  -0.268
O: -6.501 13.664 -2.631  -0.599
O: 0.405 13.914 -3.102  -0.567
O: -6.537 24.575 -14.938  -0.332
O: -8.007 22.765 -15.924  -0.291
O: -10.957 21.906 -1.756  -0.595
O: -1.006 13.784 -15.100  -0.576
C: -2.761 10.561 -7.588  -0.271
C: -4.844 11.547 -9.040  -0.279
C: 2.550 22.292 -17.187  -0.580
C: -3.184 13.688 -16.718  -0.242
C: -6.963 15.457 -0.849  -0.260
C: 6.699 13.209 -13.363  -0.285
C: 2.822 26.754 -8.330  -0.254
C: -0.369 19.879 -8.648  -0.708
C: 5.821 15.933 -13.017  -0.239
C: -4.961 29.492 -7.526  -0.265
C: 6.100 15.758 -6.212  -0.235
C: -8.262 22.353 -2.550  -0.264
C: 0.037 16.433 -2.320  -0.250
C: 2.904 28.434 -10.513  -0.286
C: -8.995 25.450 -16.036  -0.674
C: 8.420 14.397 -5.531  -0.285
C: -7.250 28.025 -8.106  -0.292
C: -9.213 21.942 0.075  -0.258
C: -0.613 14.025 -0.734  -0.268
C: -6.138 16.361 -3.391  -0.258
C: -2.913 15.623 -14.675  -0.262
H: 2.481 29.127 -9.786  0.057
H: -6.693 17.262 -3.650  0.047
H: 9.498 14.276 -5.640  0.043
H: 6.006 12.995 -12.550  0.042
H: -4.070 14.003 -16.168  0.030
H: -7.985 28.023 -8.911  0.044
H: -5.488 16.733 -2.599  0.035
H: -0.540 17.253 -1.892  0.039
H: -7.273 22.061 -2.198  0.045
H: 7.593 12.594 -13.465  0.046
H: -5.267 11.640 -10.041  0.048
H: 0.408 13.732 -0.488  0.055
H: -2.971 12.627 -16.587  0.052
H: 5.994 13.012 -14.171  0.058
H: 8.113 14.289 -4.490  0.055
H: -5.315 10.924 -8.279  0.056
H: -8.367 23.438 -2.516  0.055
H: -1.687 10.431 -7.454  0.046
H: -5.917 15.330 -0.571  0.054
H: 0.386 16.817 -3.279  0.051
H: 2.757 25.923 -7.627  0.056
H: -9.364 23.022 0.086  0.048
H: -8.278 22.105 -3.611  0.044
H: -7.521 14.698 -0.302  0.043
H: -3.148 13.998 -17.762  0.038
H: 2.588 28.664 -11.531  0.058
H: -7.590 28.657 -7.285  0.059
H: -2.255 16.291 -14.120  0.051
H: 0.835 16.531 -1.584  0.040
H: -4.864 12.577 -8.684  0.053
H: 2.028 27.443 -8.040  0.041
H: -7.467 16.409 -0.680  0.043
H: -5.569 15.967 -4.233  0.057
H: -6.908 27.002 -7.950  0.064
H: -3.297 9.676 -7.246  0.055
H: -1.188 13.101 -0.787  0.045
H: -3.100 11.359 -6.928  0.046
H: 5.869 15.147 -7.084  0.050
H: -5.576 30.300 -7.131  0.034
H: 3.991 28.444 -10.429  0.039
H: -3.477 16.273 -15.344  0.044
H: -4.900 28.783 -6.700  0.058
H: -8.161 21.707 0.235  0.035
H: 3.683 27.340 -8.006  0.039
H: -3.531 15.059 -13.977  0.057
H: -9.891 21.619 0.865  0.052
H: -4.021 29.974 -7.793  0.053
H: 5.888 16.569 -13.900  0.055
H: 5.839 16.787 -6.459  0.036
H: 5.676 16.511 -12.104  0.042
H: -1.075 14.729 -0.042  0.047
H: 7.924 13.616 -6.107  0.047
H: 4.953 15.276 -13.079  0.040
H: 5.809 15.511 -5.191  0.056

---

Molecular formula: C5H11N4O
Method: DFT, the ωB97M-V functional and the def2-TZVPD basis

The orbital gap comes out at 9.9655 eV. The value obtained for the total energy is -491.10595 Eh. As for the LUMO energy: -3.768 eV. Its total charge is +1. As for the largest force on an atom: 3.760 eV/Å.

Each line ends with the natural charge from an NBO analysis.
CARTESIAN COORDINATES (ANGSTROEM)
O: 1.411 -1.101 -3.266  -0.635
N: -1.925 -0.486 0.274  -0.754
N: -0.387 -0.416 2.034  -0.500
N: 0.153 0.451 -2.314  -0.454
N: 1.290 -1.164 -0.996  -0.769
C: 1.045 -0.612 -2.107  0.667
C: -0.526 1.061 -1.450  0.178
C: 0.696 0.223 2.679  -0.429
C: -0.326 1.265 0.060  -0.577
C: -0.779 0.031 0.846  0.640
H: -2.353 -0.138 -0.542  0.417
H: -2.088 -1.492 0.327  0.416
H: 1.612 -0.351 2.488  0.232
H: -0.559 -1.385 2.270  0.433
H: -1.247 1.638 -1.974  0.206
H: 1.842 -2.009 -1.009  0.383
H: 0.772 1.455 0.212  0.289
H: 0.958 -0.639 -3.960  0.509
H: 1.014 1.236 2.307  0.233
H: -0.960 2.130 0.472  0.287
H: 0.357 0.301 3.648  0.231

---

Which of these has the lowest orbital gap? C21H54F9O18S12Zn

---

Among the records above, which one has the highest LUMO? C41H59N18O2

---

What is the LUMO in the sixth record? -3.768 eV

---

Which value of orbital gap does entry 6 give? 9.9655 eV